one | 8
Properties=species:S:1:pos:R:3:mulliken_charge:R:1 method="wB97M-V/def2-TZVPD" orbital_gap_ev="7.272 / 7.448" e_homo_ev="-8.138 / -8.305"
C -0.38944 -0.92631 -1.08399 -0.21
C 0.12637 1.05261 0.60647 -0.66
P -1.45901 0.39616 -1.43488 0.06
P 0.93400 -0.48861 0.03208 -0.07
H -0.53982 -1.77181 -1.71605 0.36
H 0.77570 1.95160 0.52004 0.23
H -0.22599 0.99188 1.63294 0.24
H 0.77821 -1.20554 1.44339 0.04

***

two | 8
Properties=species:S:1:pos:R:3:mulliken_charge:R:1 method="wB97M-V/def2-TZVPD" orbital_gap_ev=8.316 e_homo_ev=-8.266
C 1.06710 -1.21341 -0.02816 -0.13
C -0.08712 0.98007 0.43350 -0.79
P 2.04558 0.13078 0.23986 -0.03
P -0.62613 -0.79238 0.33339 -0.05
H 1.41255 -2.34536 -0.02986 0.28
H -0.04821 1.54642 1.39070 0.32
H -0.18505 1.78156 -0.28015 0.39
H -1.13692 -1.04807 -0.89203 0.01

***

Most stable of them? two.

***

one | 12
Properties=species:S:1:pos:R:3:mulliken_charge:R:1 method="wB97M-V/def2-TZVPD" smiles="CSC#N.N=C=N" orbital_gap_ev=10.182 e_homo_ev=-9.724
C 1.90463 0.95013 0.07108 0.42
C -1.92269 0.84769 0.05041 0.41
C -1.00822 -1.62365 -0.13640 -0.78
N 2.45125 -0.00748 0.53831 -0.46
N -1.73673 1.97009 0.18163 -0.46
N 1.15316 1.62244 -0.59155 -0.45
S -2.53181 -0.64147 -0.40138 -0.06
H -0.75186 -1.82690 0.90639 0.31
H -0.13054 -1.10594 -0.42307 0.23
H -1.22972 -2.54946 -0.56844 0.33
H 3.27209 -0.04861 0.96508 0.21
H 0.53045 2.41316 -0.59207 0.32

***

two | 12
Properties=species:S:1:pos:R:3:mulliken_charge:R:1 method="wB97M-V/def2-TZVPD" orbital_gap_ev=6.029 e_homo_ev=-8.409
C -1.01128 -0.56116 1.05286 -0.13
C -1.00842 -1.38959 -0.11617 -0.21
C 0.46388 0.38706 -0.38575 0.80
H 0.81623 2.47248 0.36216 0.26
H -2.02811 -0.27585 1.81975 0.27
H -1.81193 -1.96303 -0.49263 0.35
H 1.07190 -2.15050 -1.55692 0.14
H 1.78374 0.91691 -1.64623 0.27
N -0.44363 0.70031 0.75119 -0.44
N -0.27527 -0.67488 -1.08642 -0.47
N 1.46308 1.18995 -0.73102 -0.63
S 0.97981 1.34831 2.02918 -0.21

***

Most stable of them? one.

***

one | 10
Properties=species:S:1:pos:R:3:mulliken_charge:R:1 method="wB97M-V/def2-TZVPD" smiles=N#C[C@@H](O)C(F)F orbital_gap_ev=10.997 e_homo_ev=-10.674
C 0.14310 -1.61746 0.46232 0.17
C 0.54756 -0.36656 -0.18557 0.05
C -0.60935 0.98281 0.33267 0.23
N -0.11756 -2.40474 1.27290 -0.38
O 0.39296 -0.54715 -1.50924 -0.45
F -0.50739 1.30740 1.67144 -0.24
F -1.78243 0.54006 -0.04262 -0.21
H 1.55722 -0.01440 0.16120 0.29
H -0.40045 1.99611 -0.21072 0.22
H 0.77635 0.12392 -1.95238 0.31

***

two | 10
Properties=species:S:1:pos:R:3:mulliken_charge:R:1 method="wB97M-V/def2-TZVPD" smiles="O=CNC=C(F)F" orbital_gap_ev=9.774 e_homo_ev=-9.109
C 1.53532 0.25193 -0.01620 0.36
C 0.63048 -0.72039 -0.01280 -0.16
C -1.52778 0.57295 -0.01400 0.09
H 0.98432 -1.73569 0.00895 0.32
H -1.30418 -1.41769 0.03554 0.22
H -0.92227 1.49945 -0.02450 0.28
N -0.76374 -0.56892 -0.00123 -0.12
O -2.74600 0.53274 0.01033 -0.55
F 2.83267 0.02556 0.00970 -0.24
F 1.28117 1.56006 0.00421 -0.21

***

Most stable of them? two.